Record 1
# C17H23NO5

A cluster of 2 separate species, C17H23NO5 in total (wB97M-V/def2-TZVPD, OMol25).

The geometry in XYZ format:
```
46
Properties=species:S:1:pos:R:3:forces:R:3
C -3.093 3.085 0.097 0.237 0.674 -0.260
N -3.377 1.649 0.134 0.606 -0.980 -0.975
C -4.150 1.155 1.272 -0.384 -0.494 0.472
C -2.857 0.836 -0.728 0.225 0.692 1.003
H -3.517 3.561 0.985 0.153 -0.175 -0.291
H -2.011 3.254 0.076 -0.161 -0.272 0.091
H -3.542 3.531 -0.797 0.033 -0.138 0.186
H -4.394 1.987 1.938 0.107 -0.301 -0.231
H -5.078 0.692 0.923 0.130 0.132 0.009
H -3.574 0.402 1.826 -0.014 0.298 -0.214
H -3.022 -0.245 -0.643 0.005 0.538 0.041
H -2.191 1.219 -1.512 -0.375 -0.080 0.354
C -0.623 -0.586 4.581 -0.019 -0.213 0.176
C -0.514 0.377 3.432 0.389 -0.337 -0.564
O 0.258 -0.278 2.381 -0.752 1.033 0.874
C 0.020 0.205 1.152 0.833 -1.526 -1.040
C 0.686 -0.575 0.097 -0.078 1.072 0.327
C 1.086 -1.930 0.331 0.023 -0.674 0.216
C 2.076 -2.601 -0.615 0.470 -0.780 -0.043
C 3.295 -2.056 -1.052 -0.088 -0.185 0.027
C 4.119 -2.768 -1.939 -0.392 0.048 0.286
C 3.726 -4.031 -2.405 0.120 0.390 0.028
C 2.554 -4.605 -1.921 -0.077 -0.164 0.119
C 1.775 -3.924 -0.989 -0.185 0.466 -0.001
O 0.632 -2.623 1.247 0.202 0.009 -0.354
C 0.992 0.078 -1.159 -0.111 -1.232 -0.058
O 1.274 -0.476 -2.220 -0.274 0.531 0.594
O 0.933 1.426 -1.073 0.256 0.624 -1.075
C 1.201 2.060 -2.342 -0.169 -0.108 0.378
C 0.721 3.478 -2.225 -0.115 0.374 0.074
O -0.728 1.160 0.975 -0.678 0.560 0.000
H -1.247 -0.140 5.358 0.041 -0.033 0.073
H -1.099 -1.515 4.248 0.144 0.131 0.060
H 0.352 -0.832 5.013 -0.133 0.041 -0.114
H -1.508 0.616 3.032 0.267 0.062 0.133
H -0.010 1.315 3.709 -0.177 -0.218 -0.092
H 3.611 -1.074 -0.677 -0.197 -0.350 -0.305
H 5.057 -2.318 -2.278 -0.318 -0.198 0.118
H 4.342 -4.553 -3.140 -0.186 0.118 0.243
H 2.227 -5.596 -2.256 0.270 0.357 0.132
H 0.897 -4.400 -0.539 0.258 0.252 -0.289
H 2.275 2.004 -2.558 -0.244 -0.037 -0.024
H 0.654 1.523 -3.126 0.261 0.092 0.073
H 0.880 3.989 -3.177 -0.031 0.093 0.066
H -0.357 3.496 -2.001 0.250 0.048 -0.049
H 1.247 4.028 -1.435 -0.122 -0.137 -0.172
```
Forces are in eV/Å.

Values from the calculation:
energy above the lowest of the compared OMol25 structures with the same formula, charge and spin: 449.24 kJ/mol
total charge: 0
LUMO energy: -1.60 eV

Record 2
# C16H17F5O4

An isolated molecule of C16H17F5O4 (wB97M-V/def2-TZVPD, OMol25).

The geometry in XYZ format:
```
42
Properties=species:S:1:pos:R:3:forces:R:3
C 4.213 -0.287 -1.121 -0.064 0.047 0.027
C 2.932 -0.634 -1.813 -0.144 0.322 0.169
C 2.812 -1.754 -2.624 -0.083 0.022 -0.010
C 1.612 -2.071 -3.236 0.000 -0.077 -0.051
C 0.504 -1.263 -3.055 0.008 0.063 0.004
C 0.599 -0.137 -2.257 0.137 0.199 0.059
C 1.803 0.164 -1.644 -0.095 -0.463 -0.210
O 1.913 1.315 -0.846 0.357 -0.098 -0.630
C 1.158 1.384 0.246 -0.214 0.193 0.658
O 0.447 0.497 0.643 0.241 0.122 -0.163
C 1.303 2.721 0.942 -0.219 -0.137 0.106
C 0.500 2.718 2.240 -0.061 -0.149 -0.276
C -0.963 2.461 1.926 0.272 0.123 0.242
O -1.578 3.017 1.056 -0.082 0.094 -0.138
O -1.485 1.561 2.761 0.195 -0.134 0.261
C -2.856 1.210 2.580 -0.580 0.033 -0.351
C -3.093 0.379 1.320 0.351 -0.012 0.155
C -2.216 -0.875 1.305 -0.171 0.114 -0.328
C -2.416 -1.655 0.019 0.112 -0.195 0.338
F -3.681 -2.153 -0.072 -0.048 -0.153 0.163
F -2.257 -0.883 -1.082 0.286 0.165 -0.103
C -1.446 -2.858 -0.104 0.190 -0.251 -0.015
F -0.171 -2.482 -0.033 0.028 0.313 0.013
F -1.656 -3.727 0.894 -0.230 0.016 0.202
F -1.605 -3.521 -1.248 -0.234 0.085 -0.232
H 4.483 0.749 -1.322 0.102 0.035 0.038
H 5.018 -0.936 -1.453 0.062 -0.024 0.002
H 4.097 -0.397 -0.043 0.085 0.022 0.077
H 3.674 -2.389 -2.769 0.101 -0.044 -0.007
H 1.541 -2.954 -3.854 -0.004 -0.077 -0.058
H -0.436 -1.506 -3.525 -0.098 -0.030 -0.040
H -0.255 0.503 -2.101 -0.079 0.054 0.037
H 0.916 3.487 0.266 0.094 -0.011 -0.008
H 2.359 2.926 1.121 -0.010 0.011 -0.063
H 0.579 3.692 2.726 -0.026 -0.028 0.021
H 0.852 1.945 2.921 0.021 0.093 0.005
H -3.455 2.125 2.525 0.063 -0.132 0.096
H -3.117 0.647 3.478 0.015 0.088 -0.065
H -4.148 0.106 1.279 -0.032 0.059 0.006
H -2.858 0.991 0.449 -0.122 -0.028 0.056
H -1.166 -0.584 1.363 -0.169 -0.174 0.048
H -2.461 -1.533 2.141 0.047 -0.054 -0.035
```
Forces are in eV/Å.

Values from the calculation:
energy above the lowest of the compared OMol25 structures with the same formula, charge and spin: 0.00 kJ/mol
total charge: 0
structure (SMILES): Cc1ccccc1OC(=O)CCC(=O)OCCCC(F)(F)C(F)(F)F
LUMO energy: 0.72 eV

Record 3
# C47H46INO2PdS2

A structure of composition C47H46INO2PdS2 (wB97M-V/def2-TZVPD, OMol25).

The geometry in XYZ format:
```
100
Properties=species:S:1:pos:R:3:forces:R:3
Pd 0.281 -0.149 -0.446 0.186 -1.151 -0.726
C 7.517 -2.789 1.345 -0.159 0.087 0.041
C 6.274 -2.018 0.980 0.146 -0.030 0.045
C 6.157 -0.665 1.323 0.064 -0.031 0.035
C 5.032 0.068 0.994 0.003 -0.006 0.007
C 4.014 -0.571 0.293 -0.134 -0.274 -0.068
C 4.071 -1.924 -0.019 -0.021 0.052 0.014
C 5.211 -2.636 0.324 -0.031 -0.015 -0.002
S 2.589 0.373 -0.139 -0.200 1.072 0.286
O 2.554 1.525 0.838 -0.008 -0.527 -0.532
C 2.977 1.166 -1.721 0.022 -0.204 -0.068
C 4.340 1.408 -2.000 -0.043 -0.055 0.136
C 4.699 2.141 -3.086 0.078 0.108 -0.124
C 3.720 2.751 -3.902 -0.031 -0.047 0.041
C 4.096 3.576 -4.990 0.104 0.027 -0.002
C 3.153 4.219 -5.732 -0.103 0.085 -0.046
C 1.784 4.081 -5.402 0.036 0.035 -0.067
C 1.391 3.271 -4.377 -0.013 -0.092 0.024
C 2.347 2.546 -3.612 -0.077 0.014 0.075
C 1.970 1.653 -2.542 -0.020 0.084 0.009
C 0.490 1.315 -2.496 0.376 0.015 0.272
C -0.085 0.691 -3.681 0.043 -0.077 0.130
C 0.711 0.063 -4.635 0.109 -0.084 -0.025
C 0.166 -0.447 -5.796 -0.005 -0.026 -0.076
C -1.210 -0.316 -6.044 0.029 -0.011 -0.039
C -2.017 0.310 -5.131 -0.075 0.029 0.017
C -1.488 0.814 -3.911 -0.095 0.069 0.021
C -2.316 1.441 -2.989 0.007 0.115 -0.064
C -1.895 1.757 -1.592 0.009 -0.133 -0.063
C -0.365 1.823 -1.537 0.086 -0.333 0.768
S 0.355 2.644 -0.124 -1.069 0.846 -0.155
O -0.439 2.324 1.066 0.231 -0.095 -0.191
C 0.220 4.375 -0.414 0.486 -0.086 0.010
C -0.838 5.079 0.155 -0.046 0.031 0.037
C -0.925 6.431 -0.118 -0.033 0.071 0.010
C 0.041 7.085 -0.890 0.002 0.092 -0.004
C -0.034 8.570 -1.115 0.008 -0.115 0.009
C 1.108 6.344 -1.415 0.008 0.045 0.001
C 1.218 4.989 -1.173 -0.087 0.002 -0.078
H 8.412 -2.202 1.138 -0.021 -0.014 -0.010
H 7.581 -3.729 0.801 -0.015 0.035 0.006
H 7.520 -3.017 2.415 -0.013 0.011 -0.054
H 6.964 -0.182 1.864 -0.045 -0.035 -0.045
H 4.931 1.109 1.279 0.015 -0.082 -0.026
H 3.239 -2.413 -0.516 0.265 0.095 0.158
H 5.270 -3.693 0.088 0.008 0.066 -0.002
H 5.105 0.996 -1.358 -0.046 -0.034 0.020
H 5.749 2.292 -3.314 -0.090 -0.004 -0.002
H 5.152 3.699 -5.210 -0.094 -0.021 0.033
H 3.446 4.855 -6.559 -0.032 -0.054 0.053
H 1.038 4.625 -5.970 0.074 -0.027 0.051
H 0.336 3.205 -4.141 0.037 -0.051 -0.015
H 1.778 -0.014 -4.474 0.068 -0.008 0.013
H 0.806 -0.924 -6.529 -0.062 0.012 0.075
H -1.631 -0.707 -6.962 0.023 0.033 0.055
H -3.080 0.420 -5.314 0.070 -0.017 -0.006
H -3.355 1.624 -3.236 0.070 -0.037 -0.014
H -2.296 2.729 -1.292 -0.060 0.084 0.008
H -1.568 4.582 0.784 0.083 0.039 -0.063
H -1.759 6.996 0.285 0.083 -0.025 -0.017
H -1.038 8.954 -0.937 0.037 -0.032 -0.013
H 0.271 8.833 -2.129 -0.018 -0.024 0.032
H 0.646 9.082 -0.428 -0.027 -0.033 -0.019
H 1.867 6.844 -2.007 -0.060 -0.032 0.055
H 2.057 4.421 -1.563 -0.095 0.052 0.059
I -4.570 0.351 -0.810 -0.041 0.044 0.017
C -2.477 0.692 -0.620 0.141 0.129 -0.327
H -2.029 -0.284 -0.831 0.060 -0.101 -0.037
H -2.331 0.970 0.409 0.173 0.084 0.302
C 1.464 -6.936 -1.598 -0.029 0.068 0.018
C 1.560 -5.437 -1.751 0.067 -0.181 -0.097
C 2.471 -4.861 -2.639 0.093 -0.011 -0.071
C 2.543 -3.469 -2.837 0.050 -0.088 -0.071
C 3.586 -2.917 -3.778 -0.138 -0.155 0.067
C 1.696 -2.661 -2.120 -0.324 -0.203 0.140
C 0.830 -3.184 -1.099 -0.323 -0.176 0.120
C 0.755 -4.608 -1.000 -0.025 0.031 0.008
N 0.188 -2.347 -0.259 0.393 0.266 0.208
C -0.537 -2.825 0.963 -0.078 -0.238 -0.124
C 0.398 -3.608 1.904 0.102 0.136 -0.112
C -1.038 -1.614 1.755 -0.310 -0.177 -0.126
C -1.777 -3.638 0.562 -0.059 -0.071 -0.008
H 2.098 -7.450 -2.319 -0.027 0.028 0.023
H 0.436 -7.279 -1.745 0.085 0.053 -0.003
H 1.770 -7.248 -0.596 -0.007 0.045 -0.065
H 3.136 -5.508 -3.209 -0.091 0.087 0.075
H 3.466 -3.321 -4.786 -0.018 0.051 0.064
H 4.583 -3.205 -3.434 -0.043 0.007 -0.018
H 3.558 -1.832 -3.825 -0.069 0.119 -0.018
H 1.696 -1.600 -2.289 0.067 0.403 0.008
H 0.047 -5.068 -0.329 0.264 0.028 -0.056
H 1.148 -2.936 2.333 -0.050 -0.048 -0.029
H 0.920 -4.421 1.412 0.037 -0.049 0.026
H -0.193 -4.026 2.720 0.023 0.055 -0.022
H -0.303 -0.818 1.787 0.342 0.335 0.066
H -1.217 -1.899 2.792 -0.065 -0.023 -0.059
H -1.982 -1.235 1.357 0.062 0.052 -0.010
H -1.533 -4.608 0.132 -0.267 0.134 0.107
H -2.377 -3.083 -0.167 0.043 -0.052 0.077
H -2.391 -3.810 1.449 0.023 0.027 -0.063
```
Forces are in eV/Å.

Values from the calculation:
energy above the lowest of the compared OMol25 structures with the same formula, charge and spin: 126.66 kJ/mol
expectation value of S²: 6.096
total charge: +2
LUMO energy (spin up / spin down): -5.67 / -8.49 eV
multiplicity: 5

Record 4
# C28H32F24NO9PS

A cluster of 4 separate species, C28H32F24NO9PS in total (wB97M-V/def2-TZVPD, OMol25).

The geometry in XYZ format:
```
96
Properties=species:S:1:pos:R:3:forces:R:3
C 5.888 -1.847 1.741 -0.268 0.937 0.414
C 5.482 -0.288 1.838 -0.371 -1.296 1.215
O 5.756 0.455 0.609 -2.846 -0.686 -0.293
C 4.572 0.415 -0.174 -0.632 -1.254 -2.926
C 4.433 -0.447 -1.296 0.165 0.785 1.547
C 5.576 -1.447 -1.793 0.273 1.209 -0.886
C 6.688 -0.504 -2.507 -0.128 0.871 0.401
C 6.092 0.396 -3.678 -0.616 0.515 -0.246
S 7.432 1.501 -4.417 -0.614 0.455 0.230
C 3.069 -0.390 -2.147 -0.403 -0.628 -0.049
O 2.506 -1.419 -2.548 1.842 2.969 0.905
C 2.501 1.099 -2.379 0.264 1.228 2.474
C 1.889 1.618 -3.746 1.359 -0.160 -0.752
P 0.961 0.320 -4.738 -2.566 -1.825 0.635
O -0.112 -0.338 -3.881 2.308 1.423 -1.960
O 0.179 1.055 -6.083 2.703 -1.176 1.437
O 2.103 -0.767 -5.388 -2.115 1.482 0.796
C 2.629 1.952 -1.248 -0.105 -1.399 -1.531
C 2.195 3.483 -1.207 0.893 -0.366 1.021
N 0.751 3.736 -1.497 1.085 0.955 -0.721
C 3.300 1.364 0.091 -0.112 -0.129 1.321
O 2.855 1.588 1.232 1.405 -0.285 -3.548
H 7.012 -1.922 1.555 -1.600 -0.194 0.229
H 5.588 -2.299 2.749 0.712 0.542 -1.332
H 5.267 -2.400 0.958 0.981 0.904 0.949
H 4.365 -0.288 2.114 1.636 0.442 -0.565
H 6.047 0.243 2.672 -0.610 -0.787 -1.138
H 6.117 -1.979 -0.951 -0.990 0.625 -1.000
H 5.183 -2.189 -2.577 0.336 1.053 1.422
H 7.592 -1.091 -2.875 -1.296 0.552 0.365
H 7.081 0.227 -1.709 -0.554 -1.136 -1.158
H 5.274 1.124 -3.333 1.157 -1.269 -0.174
H 5.661 -0.185 -4.555 0.559 0.446 1.268
H 6.849 2.776 -4.468 0.213 -1.486 0.265
H 1.211 2.523 -3.659 0.693 -1.365 0.174
H 2.782 1.951 -4.395 -1.200 -0.420 0.838
H 0.760 0.944 -6.872 -0.592 0.181 0.622
H 1.713 -1.668 -5.260 0.373 0.895 0.037
H 2.915 4.046 -1.902 -1.011 -0.768 0.844
H 2.395 3.881 -0.151 -0.072 -0.811 -1.466
H 0.455 4.482 -0.851 -0.001 -0.594 -0.381
H 0.745 4.194 -2.429 -0.416 -0.409 0.813
F -5.130 0.401 -3.359 -0.081 0.003 0.214
C -4.100 -0.437 -3.576 0.100 -0.073 -0.918
F -4.530 -1.333 -4.503 0.153 -0.221 0.198
C -3.646 -1.165 -2.310 -0.007 -0.082 0.758
F -4.621 -1.983 -1.836 -0.202 0.089 -0.174
F -2.611 -1.978 -2.655 -0.074 0.322 -0.200
C -3.140 -0.268 -1.160 0.644 0.070 0.559
O -4.062 0.046 -0.102 -1.118 0.494 -0.880
C -4.948 1.124 -0.296 1.986 -0.673 -0.255
F -4.568 1.829 -1.376 -0.536 0.201 0.130
F -4.766 1.948 0.766 -0.726 -0.221 -0.128
C -6.417 0.684 -0.350 -0.755 -0.258 0.129
F -6.638 -0.217 -1.328 0.310 0.068 0.109
F -7.224 1.743 -0.603 0.348 0.184 0.103
H -3.277 0.130 -4.019 0.155 -0.085 0.187
H -2.357 -0.843 -0.656 -0.246 -0.095 -0.055
H -2.631 0.626 -1.528 -0.253 -0.071 -0.171
H -6.721 0.235 0.598 0.216 0.069 0.087
F -0.320 4.739 3.729 -0.151 -0.098 -0.012
C 0.683 3.908 4.060 0.681 0.474 -0.012
F 1.717 4.218 3.237 0.045 -0.315 0.015
C 0.310 2.431 3.909 -0.629 -0.644 -0.582
F 0.063 2.121 2.616 0.035 0.313 0.145
F 1.406 1.697 4.267 -0.007 0.373 0.323
C -0.864 1.928 4.778 -0.321 -0.610 0.405
O -2.158 1.849 4.159 0.188 1.362 -0.378
C -2.942 3.021 4.115 0.747 -1.102 1.161
F -2.402 3.957 4.919 -0.254 0.285 -0.248
F -4.130 2.695 4.672 -0.052 0.124 -0.478
C -3.177 3.520 2.685 -0.264 -0.026 -0.739
F -2.016 3.767 2.039 0.050 -0.128 0.219
F -3.875 4.683 2.689 -0.038 -0.083 0.398
H 0.995 4.133 5.084 -0.044 -0.168 0.055
H -0.630 0.888 5.022 0.010 0.094 -0.279
H -0.911 2.435 5.745 0.038 0.233 -0.241
H -3.734 2.783 2.102 0.217 0.101 0.498
F -4.271 -4.281 3.714 0.043 -0.032 -0.184
C -3.039 -3.945 4.128 -0.162 0.183 0.819
F -3.192 -2.855 4.924 0.317 0.084 -0.143
C -2.086 -3.625 2.974 -0.050 0.285 -0.989
F -2.497 -2.530 2.292 -0.143 -0.125 0.235
F -0.879 -3.294 3.522 -0.152 -0.330 0.277
C -1.820 -4.768 1.969 0.520 -0.351 -0.510
O -2.575 -4.766 0.748 -1.137 0.120 0.817
C -3.864 -5.340 0.767 1.684 -0.477 0.220
F -4.034 -6.028 1.913 -0.449 0.056 -0.111
F -3.876 -6.260 -0.223 -0.315 0.377 -0.072
C -4.973 -4.312 0.513 -0.519 0.591 -0.367
F -4.947 -3.309 1.417 0.242 -0.160 -0.017
F -6.196 -4.889 0.607 0.248 -0.348 0.018
H -2.647 -4.756 4.749 0.146 -0.031 -0.121
H -0.787 -4.636 1.636 -0.188 0.221 -0.004
H -1.831 -5.751 2.448 -0.273 0.177 0.108
H -4.874 -3.872 -0.481 0.186 -0.174 -0.013
```
Forces are in eV/Å.

Values from the calculation:
total charge: 0
structure (SMILES): CCOC1=C(CCCS)C(=O)C(CP(=O)(O)O)=C(CN)C1=O.FC(F)C(F)(F)COC(F)(F)C(F)F.FC(F)C(F)(F)COC(F)(F)C(F)F.FC(F)C(F)(F)COC(F)(F)C(F)F
LUMO energy: -1.04 eV

For each record above, in turn, the calculated max |F| values are 2.0 0.7 1.4 3.8 eV Å⁻¹.